(1)
# C2H5NP2

One molecule with the formula C2H5NP2 (ωB97M-V with the def2-TZVPD basis set, the OMol25 dataset).

Properties
HOMO level   -0.36427 Eh
Molecular weight   105.02 g mol⁻¹
SMILES   N#CC(P)P
Kohn-Sham gap   10.42 eV

Geometry (Å):
1 N -3.01 -0.46 0.58
2 C -1.99 -0.22 0.13
3 C -0.74 0.20 -0.39
4 P -0.13 1.96 -0.28
5 P 0.38 -1.26 0.04
6 H -0.99 0.05 -1.61
7 H 0.44 1.65 0.83
8 H 1.04 1.84 -0.95
9 H 0.36 -0.82 1.48
10 H -0.61 -2.20 0.28

---

(2)
# C2H5NP2

C2H5NP2 as an isolated structure (ωB97M-V with the def2-TZVPD basis set, the OMol25 dataset).

Properties
Spin multiplicity   3
HOMO level (spin up / spin down)   -0.26015 / -0.34819 Eh
Molecular weight   105.02 g mol⁻¹
Kohn-Sham gap (spin up / spin down)   7.39 / 7.31 eV

Geometry (Å):
1 C 1.13 0.99 -0.13
2 C -1.25 -0.85 0.36
3 N -1.40 2.11 1.83
4 P -2.30 1.25 1.06
5 P 0.12 -0.39 -0.53
6 H 1.50 1.34 -1.16
7 H 1.96 1.05 0.58
8 H -1.11 -1.10 1.36
9 H -1.72 -1.59 -0.27
10 H -0.43 0.04 -1.81

---

(3)
# C2H5NS

One molecule with the formula C2H5NS (ωB97M-V with the def2-TZVPD basis set, the OMol25 dataset).

Properties
HOMO level   -0.30737 Eh
Molecular weight   75.14 g mol⁻¹
SMILES   CNC=S
Kohn-Sham gap   8.65 eV

Geometry (Å):
1 C -0.26 0.78 -0.77
2 N 0.53 0.14 0.23
3 C 0.16 -0.99 0.90
4 S -0.67 -2.26 0.08
5 H 0.24 1.80 -0.91
6 H -1.36 0.91 -0.48
7 H -0.31 0.06 -1.77
8 H 0.95 0.96 0.90
9 H 0.73 -1.40 1.81

---

What energy above the lowest of the compared OMol25 structures with the same formula, charge and spin values result from the calculations? In sequence: 140.52 171.66 148.50 kJ/mol.
What F_max values result from the calculations? In sequence: 5.4 2.9 5.7 eV/A.